No. 1
The following is a quantum chemistry calculation of a cluster of 8 separate species, C20H49F3O11S in total, from OMol25.

As for the net charge: 0. The calculation puts the calculated total energy at -2316.5391 Ha. As for the multiplicity: 1. The calculation puts the HOMO energy at -0.3576 Ha.

Geometry as XYZ:
```
84
Properties=species:S:1:pos:R:3:forces:R:3:mulliken_charge:R:1
C -5.676 -7.204 -0.988 -3.298 6.537 0.786 -0.47
C -6.134 -5.960 -1.069 1.965 -5.703 0.849 -0.16
C -6.784 -4.462 -1.018 0.110 -2.579 -1.486 -0.09
O -6.976 -4.166 0.396 1.337 1.424 -1.354 -0.32
S -6.878 -2.512 0.729 -2.903 1.992 -2.699 0.63
O -7.682 -1.849 -0.399 2.761 -1.912 3.283 -0.53
O -5.310 -1.912 0.518 -0.608 -2.610 0.119 -0.22
C -4.282 -2.913 0.780 2.307 0.731 0.606 -0.57
C -3.585 -3.282 -0.633 -0.359 -0.011 -1.745 0.09
O -3.853 -2.149 -1.537 0.431 -1.685 0.164 -0.54
C -1.982 -3.427 -0.570 0.778 0.394 0.913 0.72
F -1.602 -4.454 0.387 -0.670 2.802 -2.755 -0.27
F -1.386 -3.730 -1.859 -1.608 0.913 3.949 -0.27
F -1.447 -2.143 -0.078 -0.986 -3.997 -1.566 -0.15
H -5.567 -8.281 -0.568 -0.020 2.526 -1.332 0.32
H -6.136 -3.702 -1.588 -0.942 -1.098 1.129 0.31
H -7.802 -4.545 -1.568 1.745 0.255 1.112 0.36
H -3.462 -2.378 1.418 -1.580 -0.869 -1.124 0.31
H -4.628 -3.815 1.402 0.327 1.243 -1.312 0.33
H -4.045 -4.234 -1.125 1.138 1.362 1.179 0.17
H -3.819 -2.453 -2.478 0.128 0.178 1.260 0.35
C -0.798 0.628 0.935 -0.115 -0.137 -0.082 -0.64
C -0.851 1.477 2.188 0.215 0.085 -0.383 -0.01
O 0.447 1.964 2.501 0.195 0.268 0.136 -0.53
H -0.115 -0.215 1.070 -0.089 0.083 0.099 0.11
H -1.789 0.242 0.683 0.065 0.050 -0.068 0.17
H -0.422 1.210 0.089 -0.128 0.028 0.034 0.30
H -1.206 0.886 3.036 0.177 0.133 0.031 0.35
H -1.524 2.330 2.056 -0.209 -0.106 -0.010 -0.04
H 0.750 2.494 1.746 -0.067 -0.232 0.187 0.29
C 4.032 3.000 -0.417 0.045 -0.157 0.114 -0.89
C 2.936 3.238 -1.436 0.270 0.171 0.247 -0.26
O 1.772 3.743 -0.793 -0.366 0.116 0.148 -0.47
H 3.700 2.290 0.346 -0.022 -0.032 -0.153 0.29
H 4.932 2.607 -0.897 -0.002 0.110 0.098 0.25
H 4.287 3.929 0.101 0.117 -0.048 -0.178 0.29
H 2.669 2.304 -1.936 -0.178 0.145 0.080 0.26
H 3.258 3.957 -2.196 0.118 -0.122 -0.082 0.25
H 2.015 4.574 -0.361 -0.063 -0.265 -0.159 0.27
C 2.775 -4.029 -0.141 0.124 -0.158 -0.033 -0.63
C 2.387 -4.083 1.323 -0.207 0.053 -0.406 -0.29
O 1.788 -2.861 1.715 -0.209 0.303 0.228 -0.48
H 3.475 -3.209 -0.323 -0.002 -0.134 0.071 0.24
H 3.241 -4.966 -0.456 -0.024 0.132 -0.099 0.14
H 1.897 -3.844 -0.768 0.001 -0.120 0.025 0.23
H 3.271 -4.247 1.945 -0.149 0.152 0.063 0.31
H 1.677 -4.895 1.511 0.141 -0.198 -0.019 0.23
H 1.003 -2.732 1.163 0.234 0.002 0.179 0.21
C -1.677 5.275 4.002 0.145 -0.149 0.017 -1.15
C -2.771 5.512 2.981 0.213 0.258 0.311 0.30
O -3.937 6.016 3.620 -0.302 0.107 -0.024 -0.55
H -2.011 4.565 4.764 0.027 0.002 -0.151 0.28
H -0.776 4.882 3.524 -0.010 0.009 0.094 0.29
H -1.424 6.204 4.521 0.051 -0.001 -0.115 0.42
H -3.036 4.577 2.480 -0.113 0.132 0.048 -0.10
H -2.449 6.231 2.221 0.120 -0.148 -0.125 0.23
H -3.696 6.848 4.053 -0.110 -0.279 -0.125 0.30
C 8.836 4.200 -0.649 0.130 -0.146 0.051 -1.02
C 7.737 4.439 -1.665 0.157 0.258 0.266 -0.24
O 6.576 4.945 -1.019 -0.205 0.156 0.018 -0.46
H 8.505 3.490 0.115 0.012 0.012 -0.141 0.27
H 9.734 3.806 -1.131 -0.006 0.051 0.077 0.33
H 9.093 5.129 -0.131 0.063 -0.017 -0.115 0.32
H 7.468 3.506 -2.164 -0.156 0.141 0.074 0.28
H 8.058 5.158 -2.425 0.120 -0.140 -0.109 0.26
H 6.820 5.776 -0.587 -0.087 -0.268 -0.137 0.27
C -4.751 5.880 -0.348 0.079 0.178 -0.079 -0.88
C -5.544 4.592 -0.444 0.112 0.174 0.335 -0.26
O -4.982 3.607 0.414 0.054 -0.197 0.137 -0.48
H -3.707 5.710 -0.623 -0.121 -0.030 -0.067 0.22
H -5.170 6.645 -1.007 0.046 0.014 0.063 0.37
H -4.753 6.259 0.678 -0.113 0.023 -0.053 0.21
H -5.522 4.204 -1.465 0.031 -0.139 0.182 0.29
H -6.588 4.752 -0.158 -0.055 0.102 -0.174 0.26
H -5.013 3.955 1.317 -0.030 -0.100 -0.271 0.27
C 6.078 -7.481 -2.462 0.087 -0.160 0.098 -1.04
C 4.690 -6.921 -2.703 0.349 0.137 -0.169 -0.18
O 4.687 -5.515 -2.497 -0.051 0.190 -0.040 -0.48
H 6.409 -7.260 -1.443 -0.108 -0.060 -0.070 0.28
H 6.094 -8.563 -2.612 0.071 0.058 -0.011 0.32
H 6.804 -7.020 -3.139 -0.064 -0.102 -0.051 0.33
H 3.972 -7.367 -2.011 0.000 0.216 -0.041 0.27
H 4.357 -7.128 -3.725 -0.048 -0.208 0.036 0.27
H 5.318 -5.127 -3.120 -0.213 -0.095 0.218 0.27
```
Forces are in eV/Å.


No. 2
The following is a quantum chemistry calculation of a structure of composition C20H49GeN4PdSi3, from OMol25.

As for the net charge: +4. The calculation puts the calculated total energy at -4082.3597 Ha. As for the multiplicity: 2. As for the energy above the lowest of the compared OMol25 structures with the same formula, charge and spin: 20.33 kcal per mole. The calculation puts the HOMO energy (alpha / beta) at -0.6852 / -0.6846 Ha.

Geometry as XYZ:
```
78
Properties=species:S:1:pos:R:3:forces:R:3:mulliken_charge:R:1
Pd -1.351 -1.211 -0.909 0.030 -0.008 0.063 0.41
C -0.799 -0.260 -3.715 0.069 -0.054 -0.025 -1.08
N -1.618 -1.315 -3.083 -0.062 -0.049 0.003 0.43
C -1.317 -2.608 -3.735 -0.058 -0.037 0.034 -1.19
C -3.070 -1.019 -3.182 -0.006 0.102 -0.005 -0.65
C -3.398 0.271 -2.462 0.119 0.034 -0.004 -1.00
N -2.867 0.247 -1.054 -0.155 -0.091 -0.022 0.64
C -3.924 -0.312 -0.162 0.008 -0.022 -0.030 -0.79
C -2.555 1.623 -0.614 0.009 -0.012 -0.003 -1.28
H -1.131 -0.090 -4.743 0.000 0.000 0.000 0.29
H 0.236 -0.595 -3.738 0.000 0.005 -0.002 0.41
H -0.860 0.673 -3.159 -0.009 0.002 -0.007 0.26
H -1.528 -2.538 -4.806 0.016 0.007 -0.003 0.42
H -1.941 -3.393 -3.315 -0.008 0.004 -0.015 0.44
H -0.268 -2.856 -3.593 -0.005 -0.005 0.010 0.25
H -3.615 -1.863 -2.752 0.007 -0.015 -0.013 0.41
H -3.365 -0.948 -4.234 -0.020 0.014 0.008 0.42
H -4.478 0.426 -2.438 0.001 0.014 -0.005 0.40
H -2.967 1.127 -2.978 0.027 -0.018 0.001 0.52
H -4.793 0.351 -0.152 0.003 0.003 0.004 0.49
H -3.537 -0.413 0.849 -0.001 -0.002 0.006 -0.16
H -4.241 -1.289 -0.524 -0.001 -0.002 0.004 0.36
H -3.442 2.257 -0.686 0.007 0.011 -0.004 0.36
H -1.771 2.042 -1.245 0.005 -0.001 0.004 0.32
H -2.238 1.601 0.431 -0.016 0.004 0.008 0.31
N 1.325 -6.627 0.468 -0.002 -0.007 0.001 -0.39
C 0.818 -5.444 0.151 0.014 0.013 -0.004 0.74
C 1.536 -4.235 0.351 -0.022 -0.004 0.008 -0.70
C 0.965 -3.049 -0.006 0.028 -0.012 0.034 0.32
N -0.261 -2.922 -0.549 0.044 0.054 -0.009 0.83
C -0.958 -4.074 -0.720 -0.043 0.016 0.031 -0.72
C -0.480 -5.309 -0.400 -0.021 -0.002 -0.003 -0.97
H 2.248 -6.725 0.858 0.001 0.003 -0.002 0.22
H 0.805 -7.478 0.318 0.001 0.000 -0.002 0.23
H 2.529 -4.252 0.779 0.005 0.003 0.000 0.43
H 1.533 -2.130 0.141 -0.007 -0.015 -0.040 -0.58
H -1.959 -3.983 -1.123 -0.004 -0.003 -0.011 0.60
H -1.102 -6.178 -0.568 0.002 -0.002 -0.002 0.42
C 2.896 1.157 -2.283 0.083 -0.016 -0.034 -0.72
Si 3.276 0.394 -0.661 -0.410 0.080 0.140 0.28
C 3.872 -1.337 -0.645 0.071 0.033 -0.019 -0.91
C 3.761 1.437 0.770 0.107 0.000 -0.050 -0.77
Ge 0.254 0.001 0.454 0.190 -0.566 -0.238 0.31
Si 1.371 5.843 1.771 0.097 0.538 0.170 0.50
C 2.305 5.313 3.241 0.001 0.007 -0.001 -0.90
C 2.245 6.191 0.211 -0.016 0.001 -0.005 -0.95
C -0.384 6.291 1.931 0.013 0.009 0.016 -0.92
Si -0.733 -0.704 2.704 0.029 0.070 0.045 0.17
C 0.875 -0.518 3.634 0.042 -0.040 -0.031 -1.09
C -1.341 -2.455 2.628 -0.050 0.025 -0.037 -0.86
C -1.995 0.549 3.244 -0.008 0.027 -0.055 -0.96
H 3.754 0.979 -2.942 0.004 0.030 -0.002 0.42
H 2.734 2.232 -2.220 -0.023 -0.001 0.009 0.35
H 2.035 0.686 -2.759 0.007 -0.010 -0.003 0.04
H 4.945 -1.244 -0.874 -0.002 -0.012 -0.014 0.49
H 3.440 -1.969 -1.420 -0.021 -0.008 0.020 0.36
H 3.815 -1.815 0.333 -0.002 -0.004 0.000 0.29
H 4.855 1.525 0.743 -0.001 0.017 0.006 0.48
H 3.509 0.980 1.727 -0.003 -0.001 0.001 0.33
H 3.349 2.443 0.706 -0.029 -0.007 0.014 0.14
H 3.061 4.555 3.032 -0.011 -0.011 -0.008 0.33
H 1.676 5.019 4.080 0.000 -0.024 -0.007 0.38
H 2.869 6.207 3.553 -0.004 0.005 0.006 0.36
H 3.314 5.984 0.252 -0.003 -0.026 -0.004 0.36
H 2.112 7.266 0.017 0.010 0.002 0.002 0.40
H 1.790 5.689 -0.646 -0.003 -0.005 0.003 0.37
H -0.957 5.597 2.547 -0.006 -0.011 -0.015 0.36
H -0.882 6.484 0.982 -0.007 -0.031 -0.004 0.37
H -0.380 7.241 2.491 -0.003 0.005 -0.003 0.36
H 1.649 -1.206 3.285 -0.001 -0.008 0.005 0.38
H 0.689 -0.760 4.686 -0.003 -0.006 0.001 0.42
H 1.267 0.500 3.599 -0.013 0.012 0.025 0.32
H -0.518 -3.164 2.531 -0.002 -0.002 -0.013 0.27
H -2.054 -2.636 1.823 -0.034 0.013 0.024 0.22
H -1.857 -2.669 3.570 0.031 -0.011 0.017 0.52
H -1.655 1.580 3.126 0.014 0.001 0.027 0.32
H -2.157 0.386 4.315 0.004 0.011 0.004 0.43
H -2.967 0.446 2.764 -0.002 -0.015 -0.002 0.34
```
Forces are in eV/Å.


No. 3
The following is a quantum chemistry calculation of a cluster of 3 separate species, C20H49N4 in total, from OMol25.

As for the net charge: +1. The calculation puts the calculated total energy at -1010.0310 Ha. As for the multiplicity: 1. The calculation puts the HOMO energy at -0.3466 Ha.

Geometry as XYZ:
```
73
Properties=species:S:1:pos:R:3:forces:R:3:mulliken_charge:R:1
C -6.511 0.254 3.680 1.077 0.486 0.970 -0.72
C -7.107 1.755 3.992 -0.745 0.064 -1.256 -0.48
C -6.407 2.922 3.018 -0.109 -0.477 1.558 -0.56
C -4.767 2.921 3.124 -0.475 0.933 0.306 -0.84
C -4.018 3.831 1.955 -1.626 1.045 1.370 0.15
C -4.648 3.654 0.456 0.938 1.232 1.050 -0.77
N -4.342 2.194 0.060 -0.570 1.188 -1.332 -0.02
C -2.849 2.132 -0.125 2.856 -1.491 -1.066 -0.65
C -1.928 2.689 1.085 1.955 -0.494 -0.248 -0.18
N -2.543 3.608 2.086 -0.856 -1.558 0.268 -0.33
H -7.330 -0.591 3.663 1.740 1.850 -0.126 0.31
H -5.736 0.014 4.554 -1.682 0.249 -1.973 0.20
H -5.851 0.284 2.689 -1.654 -0.292 1.880 0.06
H -8.253 1.751 3.659 2.452 0.126 1.007 0.30
H -7.031 2.053 5.125 -0.093 -0.675 -2.299 0.34
H -6.818 2.713 1.939 0.867 0.608 1.989 0.23
H -6.781 3.960 3.471 0.707 -2.152 -1.507 0.25
H -4.280 1.859 3.206 -1.027 1.791 -0.396 0.41
H -4.508 3.472 4.151 -0.440 -1.280 -2.214 0.32
H -4.229 4.962 2.273 0.334 -2.386 -0.939 0.28
H -4.030 4.330 -0.289 -1.359 -1.453 1.418 0.37
H -5.783 3.924 0.382 2.259 -0.785 0.298 0.36
H -4.779 2.047 -0.891 0.482 -0.195 1.335 0.40
H -4.747 1.499 0.726 0.498 0.701 -0.391 0.29
H -2.560 2.712 -1.112 -0.994 -1.089 2.027 0.28
H -2.522 0.999 -0.319 -0.928 2.487 0.389 0.33
H -1.407 1.774 1.648 -1.318 1.866 -1.317 0.27
H -1.016 3.277 0.585 -2.035 -1.416 0.783 -0.01
H -2.416 3.130 3.027 -0.187 1.100 -1.612 0.36
C 4.384 0.394 -2.571 0.015 0.019 0.109 -1.23
C 3.145 1.286 -2.586 0.059 -0.219 0.071 -0.41
N 2.250 1.076 -1.445 -0.591 0.000 0.092 0.30
C 0.941 1.717 -1.610 0.282 -0.309 -0.271 -0.56
C 0.906 3.239 -1.688 -0.156 0.270 0.122 -1.07
C 2.849 1.218 -0.116 0.228 -0.327 -0.033 -0.30
C 3.514 2.548 0.223 0.067 0.262 0.259 -1.11
H 4.110 -0.664 -2.498 -0.015 0.127 0.049 0.12
H 4.949 0.529 -3.498 -0.105 0.025 0.130 0.46
H 5.054 0.639 -1.743 -0.047 -0.061 -0.063 0.31
H 2.600 1.052 -3.509 -0.187 0.108 0.234 0.43
H 3.461 2.331 -2.666 0.090 0.126 -0.080 0.27
H 0.272 1.389 -0.804 0.213 -0.092 0.134 0.27
H 0.484 1.321 -2.526 0.213 -0.042 0.003 0.35
H 1.064 3.697 -0.709 0.114 0.039 -0.105 0.16
H -0.080 3.567 -2.034 0.019 0.019 -0.061 0.37
H 1.644 3.640 -2.387 -0.088 -0.058 0.106 0.36
H 3.597 0.425 0.009 -0.105 0.062 -0.177 0.01
H 2.095 0.995 0.652 -0.063 0.024 -0.323 0.35
H 4.146 2.922 -0.587 -0.070 -0.054 0.040 0.24
H 4.153 2.425 1.103 -0.065 0.007 -0.106 0.43
H 2.777 3.314 0.473 0.130 0.024 -0.100 0.26
C 4.087 -3.146 0.390 -0.009 0.038 -0.076 -1.22
C 4.047 -4.616 -0.018 -0.233 0.147 -0.034 -0.38
N 2.843 -4.992 -0.764 -0.281 -0.245 0.034 0.08
C 2.675 -6.443 -0.901 -0.056 0.067 0.293 -0.68
C 3.724 -7.201 -1.707 0.072 -0.253 -0.218 -0.95
C 2.561 -4.216 -1.973 -0.080 0.266 0.246 -0.64
C 3.630 -4.187 -3.061 0.080 -0.015 -0.388 -0.99
H 3.192 -2.868 0.956 0.043 -0.059 -0.123 0.31
H 4.957 -2.961 1.028 -0.084 -0.063 -0.100 0.49
H 4.173 -2.483 -0.476 -0.040 -0.008 0.061 0.07
H 4.084 -5.201 0.909 -0.144 -0.150 -0.257 0.46
H 4.959 -4.854 -0.575 0.187 0.004 0.000 0.26
H 1.685 -6.656 -1.322 0.100 0.241 -0.013 0.34
H 2.647 -6.876 0.108 0.067 0.216 -0.025 0.41
H 3.607 -7.034 -2.779 0.107 0.010 0.089 0.22
H 3.609 -8.278 -1.540 0.011 0.111 0.001 0.39
H 4.745 -6.936 -1.419 -0.104 0.005 -0.030 0.27
H 2.353 -3.181 -1.676 0.092 -0.093 0.116 0.32
H 1.616 -4.560 -2.418 0.194 -0.166 0.258 0.33
H 4.635 -4.028 -2.661 -0.077 -0.030 0.014 0.22
H 3.424 -3.366 -3.756 0.016 -0.055 0.060 0.37
H 3.631 -5.106 -3.650 0.131 0.096 0.090 0.31
```
Forces are in eV/Å.